Entry from the Open Molecules 2025 dataset: a cluster of 8 separate species, C5H28N2O7 in total at a distorted geometry (ωB97M-V/def2-TZVPD).

For the largest force on an atom, the calculation gives 2.2 eV/A. The value obtained for the HOMO energy is -9.3 eV. The molar mass comes out at 228.286 g mol⁻¹. As for the HOMO-LUMO gap: 9.447 eV. As for the SMILES: CCCNCCN.O.O.O.O.O.O.O. The calculation puts the LUMO energy at 0.14 eV.

Each line ends with the Löwdin charge.
CARTESIAN COORDINATES (ANGSTROEM)
N  1.786  -0.917  2.483  0.003
C  1.858  -1.110  1.027  -0.241
C  0.957  -0.276  0.125  -0.234
N  -0.477  -0.392  0.432  -0.076
C  -1.117  0.882  0.830  -0.222
C  -2.611  0.895  0.510  -0.252
C  -3.101  1.079  -0.909  -0.110
H  1.842  0.011  2.881  0.051
H  0.971  -1.375  2.858  0.029
H  1.447  -2.146  1.005  0.114
H  2.887  -1.217  0.700  0.112
H  1.193  -0.717  -0.870  0.105
H  1.184  0.791  -0.036  0.096
H  -0.632  -1.090  1.166  0.055
H  -0.952  1.199  1.884  0.115
H  -0.568  1.628  0.215  0.115
H  -3.167  0.004  0.891  0.114
H  -2.971  1.688  1.209  0.107
H  -3.896  1.837  -0.980  0.076
H  -2.297  1.284  -1.605  0.052
H  -3.688  0.251  -1.314  0.067
H  -1.209  -2.467  3.463  0.063
H  -0.958  -3.333  2.252  0.052
O  -1.061  -2.398  2.515  -0.065
H  -0.575  -4.101  -0.442  0.054
H  -1.320  -2.962  0.215  0.000
O  -1.222  -3.920  0.249  -0.051
H  2.096  3.199  -1.670  0.047
H  2.915  2.976  -0.348  0.008
O  2.977  3.024  -1.325  -0.069
H  0.023  0.338  -3.539  0.066
H  -0.475  0.069  -2.162  -0.012
O  -0.131  0.796  -2.706  -0.067
H  -1.869  -1.488  -1.512  0.045
H  -0.370  -1.484  -1.330  -0.006
O  -1.052  -1.693  -1.983  -0.056
H  1.909  3.189  1.665  0.065
H  2.045  1.684  1.548  0.025
O  2.474  2.514  1.291  -0.030
H  1.662  0.885  -2.922  -0.029
H  2.881  1.836  -2.643  -0.017
O  2.610  1.028  -3.119  -0.102



Entry from the Open Molecules 2025 dataset: a cluster of 2 separate species, C6H17Cl2NSi2 in total at a distorted geometry (ωB97M-V/def2-TZVPD).

For the largest force on an atom, the calculation gives 3.1 eV/A. The value obtained for the HOMO energy (alpha / beta) is -9.1 / -7.9 eV. The molar mass comes out at 230.287 g mol⁻¹. As for the HOMO-LUMO gap (alpha / beta): 7.840 / 7.523 eV. The calculation puts the LUMO energy (alpha / beta) at -1.26 / -0.33 eV.

Each line ends with the Löwdin charge.
CARTESIAN COORDINATES (ANGSTROEM)
C  -0.818  0.152  3.029  -0.043
C  -0.056  -1.918  1.974  -0.128
C  -0.956  1.874  0.007  -0.062
C  1.474  1.723  -0.846  -0.080
C  -0.498  -0.497  1.636  -0.476
C  0.501  1.443  0.328  -0.469
N  0.597  0.035  0.806  0.067
Si  0.664  -0.941  -3.966  0.422
Si  0.091  -1.407  -1.844  -0.298
Cl  -1.956  -1.474  -1.830  0.198
Cl  0.430  -3.337  -1.232  0.218
H  -0.587  -0.643  3.810  0.090
H  -0.283  1.102  3.318  0.086
H  -1.832  0.427  2.960  0.047
H  0.926  -1.911  2.473  0.087
H  0.193  -2.617  1.128  -0.004
H  -0.739  -2.610  2.475  0.079
H  -1.422  2.505  0.814  0.085
H  -0.875  2.380  -0.955  0.069
H  -1.678  0.986  0.181  0.068
H  2.405  1.232  -0.713  0.068
H  1.533  2.816  -0.980  0.087
H  0.841  1.530  -1.703  0.010
H  -1.400  -0.443  1.037  0.075
H  0.823  1.967  1.258  0.136
H  0.032  -1.392  -5.122  -0.140
H  2.004  -1.543  -4.182  -0.098
H  0.587  0.558  -3.859  -0.095



Entry from the Open Molecules 2025 dataset: the ion C9H12N3O with charge +1 at a distorted geometry (ωB97M-V/def2-TZVPD).

As for the charge: +1. For the largest force on an atom, the calculation gives 6.3 eV/A. The value obtained for the HOMO energy (alpha / beta) is -10.4 / -13.7 eV. The molar mass comes out at 178.215 g mol⁻¹. As for the HOMO-LUMO gap (alpha / beta): 6.954 / 5.750 eV. As for the multiplicity: 3. The calculation puts the LUMO energy (alpha / beta) at -3.43 / -7.90 eV.

Each line ends with the Löwdin charge.
CARTESIAN COORDINATES (ANGSTROEM)
C  -3.357  -0.279  0.443  -0.041
C  -2.932  0.336  -0.753  0.045
C  -2.367  -0.822  1.236  -0.014
C  -1.628  0.384  -1.120  -0.036
C  -1.007  -0.703  0.912  0.008
C  1.841  2.847  -0.056  0.004
C  0.717  2.159  -0.203  -0.050
C  1.670  -1.627  0.004  -0.583
C  0.706  0.445  -0.464  -0.190
N  -0.745  -0.062  -0.280  -0.019
N  2.716  -2.409  0.395  0.204
N  1.664  -0.272  0.299  0.103
O  0.742  -2.164  -0.587  0.071
H  -4.348  -0.434  0.867  0.125
H  -3.705  0.601  -1.388  0.116
H  -2.572  -1.481  2.097  0.139
H  -1.212  0.792  -2.093  0.188
H  -0.247  -1.207  1.554  0.154
H  1.989  3.980  0.116  0.110
H  2.775  2.247  -0.198  0.068
H  -0.347  2.462  -0.337  0.096
H  0.912  0.344  -1.523  0.145
H  3.514  -1.994  0.721  0.071
H  2.691  -3.393  0.082  0.149
H  2.530  0.248  0.279  0.135



Entry from the Open Molecules 2025 dataset: a structure of composition C9H23Be2ClN2O5 at a distorted geometry (ωB97M-V/def2-TZVPD).

As for the charge: +4. For the largest force on an atom, the calculation gives 6.3 eV/A. The value obtained for the HOMO energy is -18.7 eV. The molar mass comes out at 292.769 g mol⁻¹. As for the HOMO-LUMO gap: 1.862 eV. The calculation puts the LUMO energy at -16.86 eV.

Each line ends with the Löwdin charge.
CARTESIAN COORDINATES (ANGSTROEM)
Be  14.219  -2.099  26.312  0.983
Be  14.024  -3.437  20.654  0.977
N  9.511  -4.106  23.965  0.353
H  9.010  -3.242  24.116  0.167
H  9.255  -4.770  23.249  0.168
H  9.662  -4.543  24.863  0.146
H  10.412  -3.771  23.655  0.120
Cl  13.645  -5.243  24.397  0.604
O  12.555  -4.422  24.842  -0.447
O  13.837  -5.091  23.037  -0.377
O  14.709  -4.620  25.193  -0.410
O  13.494  -6.630  24.704  -0.272
C  12.716  -10.661  29.135  0.114
C  13.521  -9.459  29.772  -0.388
C  13.852  -8.521  28.617  -0.088
C  12.749  -7.578  28.126  -0.174
C  12.136  -6.803  29.214  -0.122
C  11.581  -7.704  30.402  -0.309
N  12.738  -8.647  30.760  0.166
O  12.483  -9.171  31.949  0.223
C  11.287  -6.706  31.601  0.040
C  10.264  -8.505  29.997  0.076
C  14.722  -9.951  30.474  0.009
H  12.025  -10.978  29.916  0.108
H  11.996  -10.340  28.382  0.112
H  13.380  -11.479  28.854  0.144
H  14.778  -7.958  28.728  0.155
H  14.211  -9.156  27.806  0.155
H  13.303  -6.988  27.396  0.125
H  12.006  -8.002  27.451  0.137
H  11.421  -6.243  28.610  0.141
H  12.827  -6.095  29.671  0.139
H  12.267  -6.534  32.045  0.099
H  10.644  -7.160  32.355  0.108
H  10.820  -5.820  31.170  0.121
H  10.418  -9.567  29.806  0.080
H  9.743  -8.194  29.092  0.118
H  9.460  -8.494  30.733  0.119
H  15.406  -10.556  29.880  0.139
H  15.314  -9.133  30.886  0.124
H  14.580  -10.607  31.333  0.125
H  12.919  -8.552  32.539  0.191



Entry from the Open Molecules 2025 dataset: an isolated molecule of C2H2F3NO at a distorted geometry (ωB97M-V/def2-TZVPD).

For the largest force on an atom, the calculation gives 3.4 eV/A. The value obtained for the HOMO energy is -11.3 eV. The molar mass comes out at 113.038 g mol⁻¹. As for the HOMO-LUMO gap: 11.883 eV. As for the SMILES: O[C@@H](F)/C(F)=N/F. The calculation puts the LUMO energy at 0.57 eV.

Each line ends with the Löwdin charge.
CARTESIAN COORDINATES (ANGSTROEM)
C  -0.170  0.253  0.579  -0.400
C  -1.684  -0.099  0.217  -0.272
N  -2.488  0.725  -0.191  0.110
O  0.713  -0.472  -0.147  0.077
F  0.160  1.551  0.535  0.066
F  -1.812  -1.348  0.655  0.119
F  -3.791  0.548  -0.387  0.009
H  -0.265  0.021  1.681  0.167
H  1.615  -0.234  0.101  0.123



Entry from the Open Molecules 2025 dataset: a cluster of 2 separate species, C3H7O4 in total at a distorted geometry (ωB97M-V/def2-TZVPD).

As for the charge: -1. For the largest force on an atom, the calculation gives 2.2 eV/A. The value obtained for the HOMO energy is -4.4 eV. The molar mass comes out at 107.085 g mol⁻¹. As for the HOMO-LUMO gap: 8.210 eV. The calculation puts the LUMO energy at 3.84 eV.

Each line ends with the Löwdin charge.
CARTESIAN COORDINATES (ANGSTROEM)
O  0.291  -1.829  -0.171  -0.079
C  -0.845  -1.330  -0.262  -0.716
O  -1.975  -1.819  -0.308  -0.065
C  -0.908  0.337  -0.291  -0.099
C  0.449  0.986  -0.475  -0.297
O  0.709  1.422  -1.815  -0.089
H  -1.471  0.496  0.622  0.088
H  -1.489  0.579  -1.186  0.087
H  0.652  1.842  0.192  0.101
H  1.227  0.265  -0.229  0.087
H  0.015  1.097  -2.371  0.049
H  0.857  0.026  2.283  -0.010
H  1.100  -1.330  1.639  0.018
O  1.388  -0.741  2.371  -0.074



Entry from the Open Molecules 2025 dataset: an isolated molecule of C7H4 at a distorted geometry (ωB97M-V/def2-TZVPD).

For the largest force on an atom, the calculation gives 3.7 eV/A. The value obtained for the HOMO energy (alpha / beta) is -5.9 / -8.8 eV. The molar mass comes out at 88.109 g mol⁻¹. As for the HOMO-LUMO gap (alpha / beta): 6.256 / 7.634 eV. As for the multiplicity: 3. The calculation puts the LUMO energy (alpha / beta) at 0.36 / -1.19 eV.

Each line ends with the Löwdin charge.
CARTESIAN COORDINATES (ANGSTROEM)
C  0.252  -0.669  1.419  -0.141
C  0.609  0.653  1.495  0.006
C  0.373  0.072  -1.644  -0.002
C  0.007  1.095  -0.642  -0.185
C  -0.361  -1.665  1.019  0.117
C  0.365  1.636  0.641  -0.072
C  -0.795  -0.032  -1.069  -0.044
H  1.118  -0.459  -2.276  0.110
H  -0.458  -2.714  0.925  0.038
H  0.619  2.580  0.961  0.069
H  -1.729  -0.498  -0.829  0.104



Entry from the Open Molecules 2025 dataset: a structure of composition C19H23AuBN4O2S (ωB97M-V/def2-TZVPD).

As for the charge: -1. For the largest force on an atom, the calculation gives 0.4 eV/A. The value obtained for the HOMO energy is -3.6 eV. The molar mass comes out at 579.265 g mol⁻¹. As for the HOMO-LUMO gap: 6.461 eV. The calculation puts the LUMO energy at 2.83 eV.

Each line ends with the Löwdin charge.
CARTESIAN COORDINATES (ANGSTROEM)
Au  -0.804  0.844  0.689  0.667
N  -4.174  -0.584  3.719  0.023
C  -3.035  -0.424  2.955  -0.979
S  -2.023  0.908  3.240  0.431
N  -2.869  -1.404  2.081  -0.049
N  -1.964  -1.193  1.095  -0.045
C  -1.467  -2.255  0.565  -0.221
C  -1.638  -3.612  1.157  -0.184
C  -2.045  -4.685  0.370  -0.039
C  -2.193  -5.955  0.913  -0.097
C  -1.925  -6.169  2.257  -0.111
C  -1.509  -5.104  3.050  -0.089
C  -1.373  -3.837  2.507  -0.032
C  -0.701  -2.141  -0.701  -0.264
C  0.408  -2.958  -0.929  -0.023
C  1.126  -2.805  -2.100  -0.080
C  0.714  -1.855  -3.021  -0.079
C  -0.424  -1.117  -2.722  -0.150
N  -1.124  -1.260  -1.607  0.103
H  -4.151  -0.123  4.612  0.051
H  -4.568  -1.511  3.695  0.071
H  -2.251  -4.519  -0.681  0.117
H  -2.519  -6.776  0.285  0.094
H  -2.038  -7.157  2.685  0.091
H  -1.295  -5.262  4.100  0.096
H  -1.058  -3.007  3.127  0.116
H  0.713  -3.678  -0.181  0.114
H  2.006  -3.410  -2.284  0.099
H  1.252  -1.690  -3.945  0.092
H  -0.792  -0.369  -3.417  0.102
C  3.134  3.138  -2.223  -0.020
C  2.381  3.228  -0.905  -0.514
C  3.371  3.427  0.239  -0.022
O  1.700  1.993  -0.672  -0.005
B  0.454  2.244  -0.063  -0.750
O  0.246  3.635  -0.059  0.003
C  1.221  4.264  -0.895  -0.513
C  1.580  5.617  -0.305  -0.019
C  0.584  4.457  -2.270  -0.022
H  3.945  2.414  -2.129  0.085
H  3.567  4.107  -2.489  0.087
H  2.479  2.811  -3.029  0.080
H  4.017  2.550  0.288  0.089
H  2.846  3.511  1.191  0.095
H  3.992  4.315  0.094  0.083
H  1.908  5.526  0.728  0.081
H  0.700  6.262  -0.325  0.087
H  2.372  6.097  -0.888  0.087
H  0.352  3.492  -2.723  0.092
H  1.227  5.026  -2.945  0.083
H  -0.355  4.995  -2.136  0.091